Here is a single C5H5ClN2 molecule in a non-equilibrium geometry from the OMol25 dataset. Energies are from ωB97M-V with the def2-TZVPD basis set.

As for the SMILES: C=C(Cl)c1ncc[nH]1. The value obtained for the relative energy (zero: lowest compared OMol25 entry of this formula, charge and spin) is 2.165 eV. The value obtained for the total energy is -20765.912 eV. The calculation puts the frontier orbital gap at 9.24 eV.

XYZ file:
```
13
Properties=species:S:1:pos:R:3:lowdin_charge:R:1
C -0.458 -2.239 0.888 -0.033
C -0.581 -0.961 1.054 -0.569
Cl -1.288 -0.425 2.659 0.568
C 0.266 -0.094 0.103 -0.362
N 0.242 -0.322 -1.223 0.060
C 0.335 0.869 -1.941 -0.110
C 0.436 1.830 -0.918 -0.052
N 0.308 1.210 0.444 0.118
H -0.784 -2.871 1.596 0.014
H 0.135 -2.628 -0.006 0.112
H 0.679 0.983 -2.940 0.086
H 0.640 2.970 -0.913 0.117
H 0.070 1.677 1.198 0.052
```

Here is a molecular structure, C41H35ClNO2RhTe from the OMol25 dataset. Energies are from ωB97M-V with the def2-TZVPD basis set.

The value obtained for the relative energy (zero: lowest compared OMol25 entry of this formula, charge and spin) is 0.000 eV. The value obtained for the total energy is -71493.061 eV. The calculation puts the frontier orbital gap at 6.90 eV.

XYZ file:
```
82
Properties=species:S:1:pos:R:3:lowdin_charge:R:1
Rh -0.013 -0.590 0.288 0.749
C 0.606 1.857 0.543 -0.096
C 1.549 0.886 0.854 -0.240
C 1.077 0.206 2.031 -0.232
C 0.014 1.050 2.574 -0.136
C -0.285 2.027 1.676 -0.131
H 0.610 2.461 -0.353 0.103
H 2.440 0.684 0.285 0.090
H 1.654 -0.504 2.605 0.085
H -0.492 0.863 3.511 0.105
H -1.098 2.734 1.730 0.101
C -4.088 1.065 -5.600 -0.055
C -3.069 0.667 -4.566 -0.264
C -1.786 0.259 -4.920 0.030
C -0.851 -0.098 -3.968 -0.081
C 0.488 -0.567 -4.433 -0.302
O 0.581 -1.298 -5.400 0.097
C 1.720 -0.126 -3.704 -0.159
C 1.755 1.061 -2.980 -0.030
C 2.914 1.441 -2.324 -0.090
C 4.039 0.626 -2.372 -0.086
C 4.007 -0.559 -3.094 -0.075
C 2.854 -0.927 -3.770 -0.034
C -1.160 -0.094 -2.579 -0.303
O -0.225 -0.482 -1.776 -0.194
C -2.483 0.287 -2.206 -0.058
C -3.383 0.655 -3.220 0.019
C -2.995 0.208 -0.826 -0.180
N -2.261 0.100 0.225 0.017
C -2.902 -0.088 1.524 -0.297
C -2.978 -1.560 1.887 -0.392
Te -1.207 -2.612 1.262 1.550
C -2.275 -3.575 -0.290 -0.482
C -3.295 -4.458 0.046 -0.150
C -4.064 -5.037 -0.954 -0.088
C -3.806 -4.744 -2.288 -0.084
C -2.770 -3.884 -2.621 -0.062
C -2.003 -3.301 -1.621 -0.126
C -4.491 0.227 -0.690 -0.222
C -5.172 1.397 -0.372 -0.043
C -6.554 1.388 -0.254 -0.073
C -7.262 0.210 -0.448 -0.083
C -6.584 -0.957 -0.769 -0.064
C -5.203 -0.950 -0.896 -0.019
H -3.626 1.167 -6.582 0.073
H -4.557 2.018 -5.352 0.077
H -4.884 0.321 -5.685 0.079
H -1.495 0.210 -5.964 0.128
H 0.866 1.678 -2.924 0.120
H 2.943 2.370 -1.768 0.105
H 4.941 0.917 -1.849 0.104
H 4.882 -1.196 -3.130 0.105
H 2.813 -1.843 -4.346 0.119
H -4.388 0.944 -2.939 0.120
H -3.902 0.347 1.569 0.112
H -2.289 0.431 2.253 0.073
H -3.788 -2.062 1.359 0.040
H -3.113 -1.701 2.958 0.054
H -3.498 -4.696 1.085 0.100
H -4.862 -5.720 -0.692 0.103
H -4.407 -5.197 -3.066 0.104
H -2.555 -3.654 -3.658 0.114
H -1.185 -2.647 -1.870 0.072
H -4.616 2.315 -0.223 0.127
H -7.079 2.303 -0.011 0.104
H -8.340 0.204 -0.356 0.102
H -7.132 -1.877 -0.932 0.106
H -4.673 -1.854 -1.175 0.113
Cl 2.155 -3.643 2.172 0.660
C 1.778 -4.091 0.526 -0.652
C 1.648 -5.443 0.238 -0.115
C 1.358 -5.841 -1.055 -0.085
C 1.216 -4.883 -2.050 -0.074
C 1.342 -3.540 -1.741 -0.051
C 1.606 -3.097 -0.440 -0.337
C 1.721 -1.636 -0.157 -0.227
H 1.779 -6.169 1.030 0.102
H 1.255 -6.894 -1.283 0.103
H 1.002 -5.182 -3.068 0.108
H 1.229 -2.790 -2.515 0.102
H 2.493 -1.474 0.591 0.045
H 2.036 -1.146 -1.080 0.051
```

Here is 3 unconnected molecules or ions with the total composition C15H29N2O8S2 from the OMol25 dataset. Energies are from ωB97M-V with the def2-TZVPD basis set.

The charge is +1. The value obtained for the total energy is -57047.577 eV. The calculation puts the frontier orbital gap at 6.66 eV.

XYZ file:
```
56
Properties=species:S:1:pos:R:3:lowdin_charge:R:1
O 1.302 -0.992 2.166 0.117
C 0.535 -0.081 2.060 -0.333
O 0.829 1.103 1.460 -0.055
C 0.728 2.240 2.344 -0.168
C -0.050 3.351 1.663 -0.155
C -1.469 2.955 1.274 -0.184
C -2.414 2.843 2.485 -0.120
C -3.661 2.114 2.121 -0.222
C -4.563 2.627 1.159 0.072
C -5.679 1.922 0.830 0.022
C -5.881 0.704 1.467 0.014
N -4.988 0.314 2.352 0.074
N -3.890 0.961 2.710 0.180
H -0.514 -0.149 2.404 0.145
H 1.745 2.563 2.556 0.136
H 0.259 1.937 3.285 0.118
H -0.047 4.237 2.304 0.128
H 0.487 3.626 0.753 0.128
H -1.874 3.670 0.556 0.114
H -1.430 1.989 0.764 0.113
H -1.941 2.330 3.320 0.117
H -2.705 3.842 2.821 0.139
H -4.354 3.580 0.693 0.144
H -6.395 2.276 0.104 0.135
H -6.727 0.061 1.278 0.154
H -5.113 -0.570 2.833 0.190
O 3.694 -6.092 -0.627 -0.279
S 4.931 -5.429 -0.343 0.563
O 5.584 -5.671 0.905 -0.271
O 4.721 -3.867 -0.545 -0.266
C 3.602 -3.262 0.149 -0.249
C 3.862 -3.037 1.621 -0.066
C 6.070 -5.680 -1.657 -0.122
H 2.717 -3.877 -0.017 0.112
H 3.454 -2.314 -0.366 0.113
H 3.956 -3.979 2.159 0.076
H 3.035 -2.475 2.046 0.046
H 4.787 -2.478 1.765 0.089
H 5.573 -5.471 -2.600 0.075
H 6.376 -6.722 -1.607 0.078
H 6.925 -5.027 -1.505 0.076
O -0.342 2.531 -4.505 -0.254
S -1.191 2.068 -3.455 0.559
O -1.009 2.593 -2.131 -0.297
O -1.139 0.487 -3.385 -0.266
C 0.179 -0.128 -3.307 -0.227
C 0.804 0.033 -1.939 -0.069
C -2.876 2.224 -3.933 -0.121
H 0.809 0.289 -4.093 0.118
H -0.003 -1.173 -3.546 0.125
H 1.041 1.073 -1.727 0.072
H 1.725 -0.546 -1.880 0.082
H 0.120 -0.319 -1.165 0.077
H -2.998 1.796 -4.923 0.080
H -3.099 3.289 -3.947 0.078
H -3.497 1.710 -3.204 0.066
```

Here is a molecular structure, C28H42AsCaF9NO23 in a non-equilibrium geometry from the OMol25 dataset. Energies are from ωB97M-V with the def2-TZVPD basis set.

The charge is -1. The value obtained for the relative energy (zero: lowest compared OMol25 entry of this formula, charge and spin) is 13.464 eV. The value obtained for the total energy is -182024.876 eV. The calculation puts the frontier orbital gap at 2.68 eV.

XYZ file:
```
105
Properties=species:S:1:pos:R:3:lowdin_charge:R:1
Ca -1.489 2.490 -3.642 1.624
As -0.934 0.500 0.928 0.889
F 0.356 -0.499 1.819 -0.328
F -0.102 0.126 -0.609 -0.341
F -2.038 1.328 -0.075 -0.291
F -1.811 0.948 2.432 -0.281
F 0.187 1.984 1.034 -0.331
F -1.892 -0.998 0.735 -0.300
C 0.773 8.058 -1.539 -0.386
O 0.186 9.341 -1.669 -0.092
O -0.106 7.230 -2.369 -0.225
C 2.328 7.872 -1.199 -0.505
F 2.645 8.394 -0.018 0.133
F 2.791 6.607 -1.043 0.115
F 3.068 8.439 -2.231 0.073
C 1.036 10.515 -1.419 -0.264
C 0.776 11.000 -0.062 -0.120
H 1.198 11.990 0.111 0.079
H -0.290 11.126 0.128 0.082
H 1.075 10.224 0.642 0.070
H 0.810 11.457 -1.918 0.110
H 2.112 10.365 -1.506 0.102
H 0.354 8.041 -0.532 0.132
N -6.280 4.496 -3.665 -0.624
O -7.491 4.221 -3.546 -0.061
O -5.419 3.545 -3.769 -0.190
O -5.889 5.691 -3.705 -0.071
C 7.808 -0.771 -4.853 -0.009
C 6.376 -0.674 -5.423 -0.306
C 5.404 -1.744 -5.048 -0.123
O 4.252 -1.111 -4.483 0.063
C 4.538 0.260 -4.527 -0.494
O 3.680 1.127 -4.328 0.101
O 5.788 0.532 -4.899 0.088
H 7.884 -0.842 -3.768 0.091
H 8.223 0.230 -4.965 0.083
H 8.443 -1.514 -5.336 0.086
H 6.283 -0.562 -6.503 0.153
H 5.851 -2.363 -4.270 0.133
H 5.196 -2.354 -5.926 0.134
C -1.113 -7.271 0.612 -0.007
C -1.502 -7.598 2.099 -0.326
C -2.747 -6.902 2.451 -0.126
O -3.324 -7.773 3.365 0.129
C -2.828 -8.926 3.261 -0.640
O -3.165 -9.919 3.852 0.149
O -1.854 -8.934 2.347 0.124
H -1.872 -7.411 -0.157 0.082
H -0.375 -7.960 0.199 0.073
H -0.592 -6.314 0.588 0.088
H -0.842 -7.039 2.763 0.156
H -3.443 -6.903 1.612 0.144
H -2.568 -5.925 2.899 0.154
C -3.577 -6.284 -6.946 -0.009
C -2.714 -5.119 -7.442 -0.384
C -3.221 -4.101 -8.521 -0.083
O -3.349 -2.906 -7.796 0.024
C -2.721 -3.027 -6.536 -0.403
O -2.594 -2.167 -5.687 0.132
O -2.397 -4.390 -6.358 0.062
H -4.647 -6.148 -7.107 0.083
H -3.412 -6.311 -5.869 0.090
H -3.247 -7.201 -7.434 0.080
H -1.862 -5.616 -7.906 0.140
H -4.192 -4.330 -8.960 0.138
H -2.381 -3.841 -9.166 0.132
C 0.685 -1.143 8.576 -0.011
C 1.768 -1.581 9.591 -0.271
C 2.995 -1.882 8.854 -0.118
O 3.913 -1.167 9.622 0.083
C 3.394 -0.215 10.354 -0.595
O 4.036 0.520 11.141 0.094
O 2.140 -0.367 10.258 0.121
H 1.065 -0.948 7.573 0.081
H 0.184 -0.238 8.918 0.092
H -0.017 -1.966 8.438 0.082
H 1.331 -2.357 10.220 0.161
H 2.997 -1.441 7.857 0.133
H 3.346 -2.903 8.711 0.148
C 6.602 3.588 4.659 -0.026
C 6.496 2.609 3.475 -0.287
C 7.736 2.757 2.553 -0.038
O 8.226 1.356 2.569 0.070
C 7.692 0.657 3.545 -0.538
O 8.056 -0.466 3.918 0.103
O 6.651 1.337 4.143 0.056
H 7.637 3.634 4.998 0.081
H 5.991 3.168 5.458 0.090
H 6.444 4.648 4.461 0.086
H 5.642 2.663 2.800 0.154
H 8.433 3.442 3.035 0.118
H 7.543 3.113 1.541 0.131
C -9.317 0.278 0.682 -0.019
C -9.341 -0.302 -0.752 -0.314
C -8.285 -1.408 -1.056 -0.045
O -9.136 -2.426 -1.558 0.154
C -10.284 -2.215 -1.218 -0.630
O -11.263 -2.952 -1.344 0.105
O -10.490 -1.016 -0.571 0.060
H -9.381 -0.520 1.422 0.095
H -9.922 1.176 0.812 0.087
H -8.331 0.700 0.882 0.076
H -9.222 0.363 -1.607 0.161
H -7.594 -1.701 -0.266 0.136
H -7.561 -1.184 -1.839 0.133
```

Here is a single C6H8FN molecule in a non-equilibrium geometry from the OMol25 dataset. Energies are from ωB97M-V with the def2-TZVPD basis set.

As for the SMILES: Cc1cn(C)cc1F. The value obtained for the relative energy (zero: lowest compared OMol25 entry of this formula, charge and spin) is 0.405 eV. The value obtained for the total energy is -10558.653 eV. The calculation puts the frontier orbital gap at 9.11 eV.

XYZ file:
```
16
Properties=species:S:1:pos:R:3:lowdin_charge:R:1
C -0.473 2.473 -0.650 -0.048
C -0.102 1.083 -0.238 -0.218
C -0.811 -0.125 -0.293 -0.025
N 0.006 -1.138 0.204 -0.184
C -0.305 -2.548 0.256 -0.032
C 1.191 -0.581 0.634 -0.024
C 1.103 0.763 0.403 -0.286
F 1.998 1.709 0.704 0.068
H -0.476 3.192 0.195 0.089
H -1.471 2.519 -1.132 0.083
H 0.234 2.825 -1.364 0.062
H -1.793 -0.328 -0.658 0.112
H -1.088 -2.666 1.020 0.097
H 0.577 -3.059 0.585 0.074
H -0.587 -2.914 -0.741 0.096
H 1.997 -1.206 1.075 0.137
```

Here is a single C6H12FNO molecule in a non-equilibrium geometry from the OMol25 dataset. Energies are from ωB97M-V with the def2-TZVPD basis set.

The value obtained for the relative energy (zero: lowest compared OMol25 entry of this formula, charge and spin) is 1.520 eV. The value obtained for the total energy is -12668.974 eV. The calculation puts the frontier orbital gap at 9.31 eV.

XYZ file:
```
21
Properties=species:S:1:pos:R:3:lowdin_charge:R:1
C 1.636 1.247 -0.022 -0.249
C 2.146 -0.213 -0.066 -0.162
C 0.318 1.308 0.531 -0.135
C 1.185 -1.239 -0.741 -0.368
C -0.752 0.355 -0.149 -0.357
C -2.823 -0.795 0.210 -0.088
N -1.919 0.295 0.490 -0.004
O 0.042 -1.477 -0.071 -0.143
F -0.890 0.376 -1.459 0.127
H 2.288 1.859 0.654 0.126
H 1.810 1.613 -1.090 0.142
H 3.166 -0.306 -0.435 0.107
H 2.110 -0.425 0.992 0.100
H 0.153 1.133 1.673 0.160
H -0.135 2.323 0.348 0.137
H 0.930 -0.840 -1.678 0.086
H 1.779 -2.089 -0.871 0.094
H -3.119 -0.713 -0.869 0.098
H -2.252 -1.705 0.313 0.074
H -3.814 -0.897 0.711 0.098
H -1.858 0.189 1.527 0.160
```